{"formula": "C33H27BrIN3PSTi", "method": "ωB97M-V/def2-TZVPD", "total_energy_ha": -5898.43776, "e_homo_ev": [-9.279, -9.372], "fmax_ev_per_a": 1.0, "homo_lumo_gap_ev": [6.340, 6.461], "total_charge": 1, "e_above_lowest_kj_mol": 17.23, "symbols": ["Ti", "C", "N", "C", "C", "N", "C", "S", "C", "C", "C", "C", "C", "N", "H", "H", "H", "H", "H", "H", "H", "H", "H", "C", "C", "C", "C", "C", "C", "P", "C", "C", "C", "C", "C", "C", "C", "C", "C", "C", "C", "C", "H", "H", "H", "H", "H", "H", "H", "H", "H", "H", "H", "H", "H", "H", "Br", "C", "C", "C", "C", "C", "C", "I", "H", "H", "H", "H"], "positions_angstrom": [[-1.02877, -0.23844, -0.19229], [-6.04731, 1.57859, 0.56172], [-5.41071, 0.43242, -0.07950], [-6.03788, -0.44240, -0.95660], [-5.10616, -1.31258, -1.38781], [-3.91510, -0.96037, -0.77123], [-4.10972, 0.12188, 0.00640], [-2.89406, 0.89960, 0.94656], [-2.60979, -1.54302, -0.98284], [-2.16232, -1.64410, -2.34689], [-1.19790, -2.42656, -2.90133], [-0.28448, -3.30066, -2.21157], [0.01454, -3.23605, -0.91234], [-0.55796, -2.24626, -0.05246], [-7.05088, 1.29601, 0.86754], [-6.09238, 2.41718, -0.13042], [-5.46811, 1.85896, 1.43622], [-7.08849, -0.37239, -1.17316], [-5.17782, -2.16113, -2.04371], [-2.74273, -1.03816, -3.03965], [-1.10605, -2.37994, -3.97882], [0.25076, -4.03534, -2.80039], [0.75788, -3.86718, -0.44409], [5.44814, -3.08725, -0.13435], [4.99220, -2.53335, 1.05552], [3.82531, -1.78721, 1.07326], [3.10462, -1.59008, -0.10345], [3.56817, -2.14472, -1.29555], [4.73628, -2.89644, -1.30899], [1.54915, -0.65683, -0.12665], [1.81210, 0.82231, 0.91731], [0.64553, 1.45738, 1.34207], [0.65560, 2.60324, 2.11249], [1.88148, 3.16836, 2.44426], [3.05681, 2.58406, 1.99329], [3.02595, 1.41716, 1.23346], [0.31678, -1.54782, 0.86891], [0.26680, -1.73737, 2.28291], [-0.70398, -2.35313, 3.00774], [-2.00782, -2.74306, 2.58440], [-2.60261, -2.56557, 1.37699], [-1.98171, -2.13310, 0.17186], [6.36088, -3.66823, -0.14250], [5.54686, -2.68579, 1.97184], [3.47110, -1.36747, 2.00770], [3.00696, -1.99477, -2.21028], [5.09082, -3.32876, -2.23507], [-0.32744, 1.03950, 1.09771], [-0.27178, 3.05414, 2.43957], [1.91616, 4.06196, 3.05308], [4.00933, 3.03192, 2.24428], [3.95318, 0.96625, 0.90034], [1.10477, -1.32592, 2.83588], [-0.50330, -2.46361, 4.06639], [-2.64819, -3.13936, 3.36350], [-3.66993, -2.75179, 1.31683], [-1.61476, 4.51809, -0.46125], [0.15433, 4.26413, -1.05503], [1.08796, 5.24396, -0.74606], [2.40806, 5.10295, -1.14933], [2.80586, 3.98508, -1.86534], [1.87672, 3.00514, -2.18106], [0.55733, 3.15170, -1.77713], [-0.74248, 1.63063, -2.36037], [0.77218, 6.11497, -0.18921], [3.12447, 5.87469, -0.90218], [3.83246, 3.87202, -2.18604], [2.17508, 2.13196, -2.74504]], "forces_ev_per_angstrom": [[-0.1757, -1.0130, -0.1436], [0.0336, -0.1212, -0.0190], [-0.1972, 0.1747, -0.0018], [0.0133, 0.0891, 0.1476], [0.1235, -0.0692, 0.1696], [0.2235, -0.0304, -0.3512], [0.1143, -0.1988, 0.1746], [-0.3993, 0.1831, -0.1488], [0.1081, 0.3449, -0.1384], [-0.3391, -0.4145, -0.0723], [0.0670, 0.0156, 0.0565], [-0.0811, 0.0133, -0.2178], [-0.1383, 0.2672, 0.3443], [0.4122, -0.5529, -0.1747], [-0.0120, 0.0097, 0.0025], [0.0033, 0.0134, -0.0003], [0.0066, -0.0037, 0.0082], [-0.0015, 0.0278, 0.0032], [0.0297, 0.0145, -0.0274], [0.0112, 0.0558, 0.0209], [0.0593, 0.0215, 0.0046], [-0.0384, -0.0154, -0.0169], [-0.0082, -0.0166, 0.0422], [-0.0152, 0.0077, -0.0150], [-0.0012, 0.0061, 0.0059], [-0.0735, -0.0502, 0.0985], [0.1164, 0.0931, -0.3389], [0.0109, 0.0008, 0.0366], [-0.0338, 0.0284, 0.0152], [0.1649, -0.1190, 0.7124], [-0.0264, -0.1017, 0.0052], [0.1651, 0.0449, -0.0193], [0.0806, 0.0680, -0.0946], [0.0251, -0.0267, -0.0074], [-0.0642, -0.0497, -0.0308], [0.0961, 0.0217, 0.0195], [-0.4300, 0.4317, -0.3003], [0.0856, -0.1699, -0.1399], [-0.0998, 0.0138, 0.0498], [0.0090, -0.0227, 0.1624], [-0.0285, -0.1243, -0.1698], [0.4174, 0.8266, 0.1152], [-0.0056, -0.0036, -0.0050], [-0.0032, 0.0006, 0.0033], [0.0143, 0.0062, -0.0221], [0.0081, 0.0049, -0.0034], [-0.0063, 0.0043, -0.0061], [-0.0247, 0.4012, 0.6263], [-0.0124, -0.0060, -0.0089], [0.0111, 0.0040, -0.0112], [0.0079, -0.0090, -0.0045], [-0.0191, 0.0136, 0.0103], [0.0554, -0.0421, -0.0268], [-0.0389, 0.0014, 0.0041], [0.0277, 0.0051, 0.0214], [0.0038, -0.0529, -0.0406], [-0.0361, -0.1058, 0.0017], [0.0400, 0.1170, 0.0278], [0.1214, -0.0099, -0.0202], [-0.0850, 0.0283, 0.0377], [-0.0551, -0.0601, -0.0201], [0.1370, 0.1136, 0.0361], [0.1611, -0.1979, 0.0574], [-0.5157, 0.1088, -0.4416], [0.0074, 0.0041, 0.0033], [-0.0068, 0.0067, 0.0008], [0.0007, 0.0038, 0.0083], [-0.0002, -0.0099, 0.0050]], "lowdin_charge": [0.371, 0.002, -0.098, -0.013, 0.001, -0.021, -0.626, 0.729, -0.310, -0.118, -0.093, -0.074, -0.069, -0.174, 0.101, 0.104, 0.072, 0.133, 0.140, 0.115, 0.104, 0.112, 0.131, -0.068, -0.065, -0.092, -0.364, -0.099, -0.071, 1.080, -0.352, -0.149, -0.054, -0.061, -0.057, -0.070, -0.455, -0.080, -0.091, -0.085, -0.047, -0.271, 0.110, 0.111, 0.106, 0.101, 0.109, -0.009, 0.114, 0.113, 0.112, 0.109, 0.107, 0.103, 0.105, 0.118, 0.760, -0.739, -0.121, -0.060, -0.066, -0.153, -0.693, 1.164, 0.106, 0.115, 0.114, 0.097]}